# 1
{"formula": "C3H10N2O2", "method": "ωB97M-V with the def2-TZVPD basis set", "e_tot_ha": -380.12487, "symbols": ["C", "N", "O", "H", "H", "H", "H", "H", "C", "C", "N", "O", "H", "H", "H", "H", "H"], "coordinates": [[1.960, 0.327, -0.767], [1.193, -1.097, 1.330], [0.994, 0.514, 0.201], [0.906, -1.667, 0.525], [0.691, -1.506, 2.121], [2.813, -0.233, -0.332], [1.575, -0.268, -1.611], [2.385, 1.284, -1.099], [-1.562, 1.062, -0.809], [-1.041, -0.235, -0.232], [-1.123, -0.371, 1.201], [-0.883, -1.249, -0.890], [-1.126, 0.483, 1.743], [-1.691, -1.145, 1.529], [-1.051, 1.255, -1.751], [-2.627, 0.941, -1.022], [-1.413, 1.906, -0.136]]}

***

# 2
{"formula": "C4H5NO", "method": "ωB97M-V with the def2-TZVPD basis set", "e_tot_ha": -285.23741, "symbols": ["C", "C", "C", "C", "N", "O", "H", "H", "H", "H", "H"], "coordinates": [[1.109, -1.322, 0.694], [-0.043, -0.513, 0.218], [-1.216, -0.088, -0.112], [-1.102, 1.568, -0.806], [0.107, 1.909, -0.778], [1.022, 1.168, -0.329], [1.528, -0.860, 1.594], [0.889, -2.373, 0.920], [1.885, -1.294, -0.078], [-2.261, -0.393, -0.112], [-1.917, 2.198, -1.210]]}

***

# 3
{"formula": "C50H81F3NO14", "method": "ωB97M-V with the def2-TZVPD basis set", "total_charge": 1, "e_tot_ha": -3361.33208, "symbols": ["C", "C", "C", "C", "C", "C", "C", "C", "C", "C", "C", "C", "C", "C", "C", "C", "C", "C", "C", "C", "C", "C", "O", "O", "C", "C", "C", "O", "C", "C", "C", "C", "O", "C", "F", "F", "F", "N", "H", "H", "H", "H", "H", "H", "H", "H", "H", "H", "H", "H", "H", "H", "H", "H", "H", "H", "H", "H", "H", "H", "H", "H", "H", "H", "H", "H", "H", "H", "H", "H", "H", "H", "H", "H", "H", "H", "H", "H", "H", "H", "H", "H", "H", "H", "H", "H", "H", "H", "H", "O", "C", "O", "C", "C", "C", "H", "H", "H", "H", "H", "H", "O", "C", "O", "C", "C", "C", "H", "H", "H", "H", "H", "H", "O", "C", "O", "C", "C", "C", "H", "H", "H", "H", "H", "H", "O", "C", "O", "C", "C", "C", "H", "H", "H", "H", "H", "H", "O", "C", "O", "C", "C", "C", "H", "H", "H", "H", "H", "H"], "coordinates": [[2.308, 4.736, -5.262], [2.112, 3.524, -6.186], [0.620, 3.441, -6.592], [-0.170, 2.510, -5.646], [-1.544, 3.074, -5.208], [-2.752, 2.211, -5.629], [-3.409, 1.424, -4.472], [-4.805, 1.952, -4.132], [-4.763, 3.106, -3.115], [-4.540, 2.536, -1.678], [-3.499, 3.357, -0.888], [-2.177, 2.587, -0.624], [-1.949, 2.219, 0.850], [-0.479, 2.311, 1.268], [-0.152, 1.381, 2.453], [1.150, 0.569, 2.225], [2.385, 1.212, 2.897], [3.280, 0.188, 3.649], [3.912, -0.683, 2.611], [5.141, -0.381, 2.130], [5.675, -1.179, 1.160], [7.041, -0.914, 0.575], [7.981, -0.668, 1.308], [7.111, -1.035, -0.772], [7.261, 0.249, -1.440], [5.995, 1.130, -1.423], [6.407, 2.581, -1.165], [6.685, 2.808, 0.203], [4.969, -2.254, 0.680], [3.740, -2.521, 1.168], [2.904, -3.645, 0.658], [2.443, -3.329, -0.767], [1.970, -2.001, -0.891], [1.392, -4.354, -1.262], [0.327, -3.748, -1.745], [0.984, -5.173, -0.267], [1.939, -5.139, -2.191], [3.247, -1.729, 2.134], [2.094, 5.646, -5.817], [1.565, 4.679, -4.465], [3.302, 4.753, -4.822], [2.392, 2.636, -5.620], [2.754, 3.623, -7.058], [0.582, 3.099, -7.623], [0.206, 4.445, -6.526], [-0.299, 1.564, -6.171], [0.436, 2.293, -4.768], [-1.515, 3.171, -4.122], [-1.635, 4.084, -5.601], [-2.394, 1.496, -6.369], [-3.495, 2.821, -6.136], [-3.501, 0.392, -4.813], [-2.763, 1.386, -3.595], [-5.296, 2.318, -5.033], [-5.389, 1.147, -3.685], [-5.736, 3.596, -3.140], [-4.000, 3.841, -3.364], [-4.234, 1.499, -1.796], [-5.504, 2.522, -1.182], [-3.949, 3.636, 0.061], [-3.248, 4.253, -1.449], [-2.239, 1.651, -1.182], [-1.349, 3.153, -1.053], [-2.536, 2.868, 1.493], [-2.307, 1.202, 0.996], [-0.272, 3.333, 1.588], [0.173, 2.103, 0.420], [-0.965, 0.663, 2.551], [-0.036, 1.909, 3.394], [1.322, 0.479, 1.155], [0.979, -0.434, 2.629], [2.125, 2.060, 3.523], [3.015, 1.582, 2.084], [4.045, 0.756, 4.167], [2.693, -0.398, 4.351], [5.685, 0.474, 2.493], [8.109, 0.767, -0.998], [7.495, -0.001, -2.467], [5.555, 1.084, -2.419], [5.251, 0.803, -0.699], [5.598, 3.243, -1.479], [7.286, 2.811, -1.759], [5.913, 2.568, 0.722], [5.361, -2.888, -0.103], [3.507, -4.547, 0.606], [2.041, -3.757, 1.315], [3.323, -3.444, -1.408], [2.543, -1.549, -1.515], [2.326, -1.972, 2.478], [-3.315, -7.808, -4.003], [-2.291, -7.812, -3.393], [-1.248, -8.627, -3.698], [-0.204, -8.477, -2.725], [-0.428, -7.108, -2.095], [-1.948, -6.978, -2.172], [-0.291, -9.288, -1.997], [0.760, -8.556, -3.223], [-0.029, -7.023, -1.092], [0.032, -6.340, -2.710], [-2.442, -7.414, -1.302], [-2.269, -5.949, -2.309], [-1.998, 3.413, 4.001], [-2.527, 2.715, 4.819], [-1.923, 2.337, 5.965], [-2.765, 1.413, 6.690], [-4.171, 1.675, 6.173], [-3.908, 2.095, 4.728], [-2.428, 0.396, 6.474], [-2.673, 1.598, 7.757], [-4.831, 0.816, 6.274], [-4.617, 2.507, 6.722], [-3.863, 1.239, 4.052], [-4.632, 2.819, 4.365], [-3.221, 2.049, 9.831], [-2.937, 3.212, 9.895], [-1.878, 3.740, 9.242], [-1.725, 5.129, 9.590], [-3.096, 5.569, 10.080], [-3.635, 4.284, 10.706], [-0.960, 5.207, 10.365], [-1.394, 5.681, 8.713], [-3.056, 6.415, 10.763], [-3.719, 5.852, 9.231], [-3.339, 4.180, 11.751], [-4.714, 4.198, 10.613], [-4.948, 0.933, 0.732], [-5.955, 0.310, 0.558], [-7.137, 0.898, 0.265], [-8.184, -0.088, 0.217], [-7.474, -1.408, -0.045], [-6.136, -1.192, 0.659], [-8.710, -0.081, 1.174], [-8.885, 0.174, -0.571], [-8.030, -2.273, 0.311], [-7.309, -1.533, -1.116], [-6.177, -1.470, 1.713], [-5.320, -1.713, 0.165], [4.901, -4.347, -1.949], [5.352, -5.176, -2.705], [6.427, -5.906, -2.404], [6.799, -6.731, -3.532], [5.530, -6.854, -4.361], [4.848, -5.514, -4.090], [7.605, -6.231, -4.071], [7.161, -7.689, -3.170], [5.721, -7.052, -5.412], [4.911, -7.664, -3.974], [5.179, -4.737, -4.782], [3.765, -5.589, -4.102]]}